#w
2 unconnected molecules or ions with the total composition C9H14, computed with the ωB97M-V functional and the def2-TZVPD basis.

Computed properties:
SMILES string	Cc1ccccc1.CC
frontier orbital gap	0.3595	hartree
lowest unoccupied orbital energy	0.94	eV

```
! RIJCOSX wB97M-V def2-TZVPD def2/J DEFGRID3
* xyz 0 1
C 0.3898 0.4524 2.7663
C 0.8296 -0.0236 1.4489
C 1.1737 0.9591 0.4348
C 1.4880 0.5136 -0.8458
C 1.2738 -0.8523 -1.1482
C 0.8334 -1.8212 -0.2480
C 0.6476 -1.3287 1.0343
H 0.9428 -0.0193 3.5942
H -0.7065 0.1780 2.8349
H 0.5083 1.5354 2.9216
H 1.2971 1.9423 0.9190
H 2.1271 1.0326 -1.5328
H 1.6529 -1.2252 -2.0708
H 0.4525 -2.7336 -0.6637
H 0.2031 -1.9782 1.8062
C -3.2003 0.8532 -1.1185
C -1.9699 0.6839 -2.0375
H -2.9898 1.6677 -0.4393
H -4.1116 0.9441 -1.7213
H -3.3437 0.0223 -0.4123
H -2.3739 0.2267 -3.0077
H -1.2662 -0.0710 -1.6369
H -1.4918 1.6163 -2.2832
*
```

=====

#x
2 unconnected molecules or ions with the total composition C9H14, computed with the ωB97M-V functional and the def2-TZVPD basis.

Computed properties:
SMILES string	Cc1ccccc1.CC
frontier orbital gap	0.3671	hartree
lowest unoccupied orbital energy	1.05	eV

```
! RIJCOSX wB97M-V def2-TZVPD def2/J DEFGRID3
* xyz 0 1
C -2.0432 -0.9371 -0.5688
C -1.0400 0.1794 -0.6630
C -0.2022 0.2436 -1.7889
C 0.6263 1.3213 -1.9707
C 0.5724 2.3922 -1.0541
C -0.0175 2.1212 0.1565
C -0.9500 1.1285 0.3690
H -1.6823 -1.8617 -1.0087
H -3.0160 -0.6401 -0.9402
H -2.1977 -1.1886 0.5099
H -0.2118 -0.4729 -2.6197
H 1.3604 1.3297 -2.7566
H 1.0969 3.3433 -1.0580
H 0.1664 2.8273 0.9548
H -1.4995 0.9952 1.2911
C 0.5416 -1.3545 1.8604
C 1.7616 -1.3038 0.8046
H 0.8851 -1.7867 2.8027
H 0.3045 -0.3718 2.2829
H -0.3357 -1.8865 1.5200
H 2.6970 -1.2888 1.3682
H 1.7759 -2.2958 0.3494
H 1.4077 -0.4934 0.1595
*
```

=====

#y
2 unconnected molecules or ions with the total composition C9H14, computed with the ωB97M-V functional and the def2-TZVPD basis.

Computed properties:
SMILES string	Cc1ccccc1.CC
frontier orbital gap	0.3680	hartree
lowest unoccupied orbital energy	1.02	eV

```
! RIJCOSX wB97M-V def2-TZVPD def2/J DEFGRID3
* xyz 0 1
C 2.0159 -0.7102 -0.9778
C 0.5187 -0.9231 -0.9929
C -0.1703 -0.9115 -2.2139
C -1.5485 -1.0313 -2.2338
C -2.3009 -1.1602 -1.0692
C -1.6134 -1.2142 0.1306
C -0.2329 -1.1480 0.1563
H 2.3785 -0.9839 0.0084
H 2.1747 0.3290 -1.2893
H 2.5345 -1.2297 -1.7861
H 0.3242 -0.8033 -3.1719
H -2.0597 -1.0374 -3.1911
H -3.3727 -1.2747 -1.1413
H -2.1524 -1.3983 1.0535
H 0.3610 -1.2371 1.0602
C 0.2066 1.4034 2.5441
C 0.5903 2.2098 1.3315
H 0.1689 2.0622 3.4236
H -0.7948 0.9831 2.4792
H 0.9134 0.6524 2.9052
H 1.4414 2.8820 1.4775
H 0.8502 1.6610 0.4255
H -0.2328 2.8802 1.0717
*
```

=====

#z
2 unconnected molecules or ions with the total composition C9H14, computed with the ωB97M-V functional and the def2-TZVPD basis.

Computed properties:
SMILES string	Cc1ccccc1.CC
frontier orbital gap	0.3633	hartree
lowest unoccupied orbital energy	1.00	eV

```
! RIJCOSX wB97M-V def2-TZVPD def2/J DEFGRID3
* xyz 0 1
C -1.4572 2.8960 -0.7051
C -1.3977 1.4968 -0.2464
C -0.1839 1.0721 0.3702
C 0.0592 -0.1910 0.8086
C -1.0552 -1.0678 0.7684
C -2.1911 -0.7482 0.0725
C -2.4047 0.5537 -0.4275
H -1.2195 3.5807 0.1123
H -2.3974 3.2805 -1.0980
H -0.7079 3.0693 -1.4886
H 0.6196 1.8008 0.4081
H 1.0307 -0.5430 1.1221
H -1.0066 -2.0780 1.1408
H -2.8657 -1.5359 -0.2450
H -3.2610 0.8876 -0.9986
C 3.8244 -1.7356 0.4913
C 3.0344 -1.8620 -0.8083
H 4.4103 -2.6124 0.8384
H 4.7668 -1.1925 0.3578
H 3.2457 -1.5404 1.3886
H 2.7386 -2.8754 -1.0635
H 3.7155 -1.7193 -1.6565
H 2.2849 -1.0838 -0.8245
*
```

=====

The most stable of them is #y.

=====

#w
2 unconnected molecules or ions with the total composition C9H14, computed with the ωB97M-V functional and the def2-TZVPD basis.

Computed properties:
SMILES string	Cc1ccccc1.CC
frontier orbital gap	0.3647	hartree
lowest unoccupied orbital energy	0.96	eV

```
! RIJCOSX wB97M-V def2-TZVPD def2/J DEFGRID3
* xyz 0 1
C 0.9417 2.6684 -0.4884
C -0.2635 1.7289 -0.3945
C -0.7092 0.9419 -1.4839
C -1.7291 -0.0102 -1.2328
C -2.0688 -0.1888 0.0832
C -1.7770 0.6662 1.0967
C -0.7423 1.5685 0.9087
H 1.8407 2.0771 -0.6764
H 1.1936 3.2036 0.3862
H 0.8509 3.2526 -1.5176
H -0.6678 1.2637 -2.4002
H -2.0667 -0.7768 -1.9036
H -2.7780 -0.9852 0.3006
H -2.3702 0.5355 2.0898
H -0.3169 2.0482 1.7610
C 2.7508 -2.6179 0.1683
C 1.9308 -3.5062 1.0288
H 2.2261 -1.8477 -0.4282
H 3.3772 -1.9811 0.7890
H 3.3904 -3.1020 -0.5653
H 2.3693 -3.6908 2.0617
H 1.9115 -4.5381 0.6951
H 1.0391 -2.9629 1.2926
*
```

=====

#x
2 unconnected molecules or ions with the total composition C9H14, computed with the ωB97M-V functional and the def2-TZVPD basis.

Computed properties:
SMILES string	Cc1ccccc1.CC
frontier orbital gap	0.3695	hartree
lowest unoccupied orbital energy	1.01	eV

```
! RIJCOSX wB97M-V def2-TZVPD def2/J DEFGRID3
* xyz 0 1
C -0.9393 -1.9168 -1.4766
C -1.4077 -0.6008 -0.8862
C -0.7352 0.6061 -1.0551
C -1.0622 1.7907 -0.3789
C -2.1440 1.8230 0.4847
C -2.8996 0.6536 0.6030
C -2.5395 -0.4963 -0.0561
H -1.7780 -2.6078 -1.4363
H 0.0425 -2.0641 -1.0206
H -0.7250 -1.8286 -2.5518
H 0.1504 0.6465 -1.6894
H -0.3703 2.6133 -0.4664
H -2.4322 2.6933 1.0436
H -3.7717 0.6747 1.2502
H -3.0620 -1.4413 0.0928
C 2.6069 -0.7150 0.7560
C 3.3167 0.5919 1.1204
H 1.5424 -0.5014 0.6400
H 2.9055 -1.1137 -0.2128
H 2.6860 -1.5261 1.4849
H 3.6302 0.5374 2.1589
H 2.7102 1.4794 1.0009
H 4.2759 0.7020 0.5945
*
```

=====

#y
2 unconnected molecules or ions with the total composition C9H14, computed with the ωB97M-V functional and the def2-TZVPD basis.

Computed properties:
SMILES string	Cc1ccccc1.CC
frontier orbital gap	0.3601	hartree
lowest unoccupied orbital energy	0.98	eV

```
! RIJCOSX wB97M-V def2-TZVPD def2/J DEFGRID3
* xyz 0 1
C 2.7804 1.1575 -1.3853
C 1.7680 0.1091 -1.0423
C 1.8424 -1.3027 -1.1739
C 0.8302 -2.2947 -0.8123
C -0.1864 -1.8209 -0.0457
C -0.2032 -0.4425 0.2804
C 0.5952 0.5105 -0.3854
H 3.8554 0.7834 -1.0905
H 2.7484 2.0392 -0.8152
H 2.7001 1.4304 -2.5865
H 2.7955 -1.8512 -1.3869
H 0.9591 -3.3837 -1.1456
H -0.8662 -2.5798 0.3611
H -0.9747 -0.0591 0.9639
H 0.3194 1.5980 -0.3531
C -2.9990 2.2374 1.9243
C -3.2325 0.7027 1.7297
H -2.1285 2.3060 2.6959
H -2.6764 2.8599 1.1371
H -3.8913 2.7392 2.3356
H -2.6405 0.2072 1.0344
H -4.3028 0.5815 1.6810
H -3.0678 0.1923 2.6322
*
```

=====

#z
2 unconnected molecules or ions with the total composition C9H14, computed with the ωB97M-V functional and the def2-TZVPD basis.

Computed properties:
SMILES string	Cc1ccccc1.CC
frontier orbital gap	0.3663	hartree
lowest unoccupied orbital energy	1.03	eV

```
! RIJCOSX wB97M-V def2-TZVPD def2/J DEFGRID3
* xyz 0 1
C 1.3060 2.1038 2.0307
C 1.1324 0.6755 1.4872
C 2.0408 0.2587 0.5123
C 1.8127 -0.8731 -0.2552
C 0.7508 -1.6737 0.1640
C -0.0885 -1.3030 1.2121
C 0.0637 -0.0998 1.9131
H 1.0765 2.9082 1.3370
H 2.3769 2.2245 2.2304
H 0.7657 2.1587 2.9724
H 2.8486 0.9544 0.3243
H 2.3542 -1.1427 -1.1480
H 0.4873 -2.6212 -0.2827
H -1.0098 -1.8734 1.2711
H -0.5813 0.2564 2.6971
C -1.2934 -0.0121 -2.4946
C -2.4514 -0.5020 -1.6503
H -1.4639 1.0487 -2.7050
H -0.3301 -0.0485 -1.9962
H -1.3019 -0.5305 -3.4524
H -3.4559 -0.2133 -1.9835
H -2.4353 -0.1131 -0.6274
H -2.6043 -1.5827 -1.5563
*
```

=====

The most stable of them is #x.

=====

#w
2 unconnected molecules or ions with the total composition C9H14, computed with the ωB97M-V functional and the def2-TZVPD basis.

Computed properties:
SMILES string	Cc1ccccc1.CC
frontier orbital gap	0.3671	hartree
lowest unoccupied orbital energy	0.93	eV

```
! RIJCOSX wB97M-V def2-TZVPD def2/J DEFGRID3
* xyz 0 1
C -0.5692 -2.6806 -1.7973
C -0.8916 -1.2546 -1.7342
C -0.0601 -0.2548 -2.3474
C -0.3033 1.0339 -1.9794
C -1.0395 1.4897 -0.8840
C -1.6354 0.4791 -0.1736
C -1.6063 -0.8212 -0.6624
H -0.2789 -2.9633 -0.8049
H 0.2329 -2.9952 -2.3821
H -1.4797 -3.1228 -2.2199
H 0.7334 -0.4857 -3.0016
H 0.3227 1.7692 -2.4357
H -1.1880 2.5585 -0.6091
H -2.1280 0.7101 0.7623
H -2.0022 -1.6158 0.0307
C 1.3605 0.3793 2.8419
C 1.7316 1.7222 2.2336
H 1.4398 0.3633 3.9521
H 0.3584 0.2564 2.6143
H 1.5906 -0.6552 2.3072
H 0.7828 2.1129 1.8960
H 2.2885 2.1872 2.9606
H 2.3410 1.7874 1.4332
*
```

=====

#x
2 unconnected molecules or ions with the total composition C9H14, computed with the ωB97M-V functional and the def2-TZVPD basis.

Computed properties:
SMILES string	Cc1ccccc1.CC
frontier orbital gap	0.3620	hartree
lowest unoccupied orbital energy	1.02	eV

```
! RIJCOSX wB97M-V def2-TZVPD def2/J DEFGRID3
* xyz 0 1
C -1.5024 -0.4953 -1.4381
C -1.1884 0.2490 -0.2236
C -1.8532 1.4646 -0.0336
C -1.4000 2.3253 1.0617
C -0.3243 2.0313 1.8128
C 0.3348 0.8383 1.4584
C -0.1192 -0.1112 0.6031
H -2.2899 -1.2965 -1.1545
H -0.6422 -0.7415 -2.1495
H -2.2394 0.0596 -2.1040
H -2.7429 1.6888 -0.5137
H -2.1120 3.1235 1.1767
H -0.0318 2.7012 2.7081
H 1.4149 0.6303 1.8188
H 0.4293 -1.1586 0.4330
C 1.7738 -2.3046 -1.3579
C 3.1846 -2.4134 -0.8021
H 1.1848 -1.4644 -1.0011
H 1.9259 -2.2497 -2.4010
H 1.2737 -3.2928 -1.0255
H 3.2880 -3.5275 -0.9786
H 3.3258 -2.1067 0.1965
H 3.7819 -1.8698 -1.4899
*
```

=====

#y
2 unconnected molecules or ions with the total composition C9H14, computed with the ωB97M-V functional and the def2-TZVPD basis.

Computed properties:
SMILES string	Cc1ccccc1.CC
frontier orbital gap	0.3617	hartree
lowest unoccupied orbital energy	1.00	eV

```
! RIJCOSX wB97M-V def2-TZVPD def2/J DEFGRID3
* xyz 0 1
C -2.6386 1.1912 2.0718
C -1.7443 0.7380 0.9631
C -0.9324 1.6683 0.2961
C -0.4063 1.2758 -0.9215
C -0.5870 -0.0239 -1.3275
C -1.1392 -1.0405 -0.5745
C -1.6837 -0.6323 0.6591
H -2.4805 0.7053 3.0263
H -3.7122 1.2581 1.8874
H -2.4325 2.2534 2.3330
H -0.8616 2.5755 0.8830
H 0.1224 2.0357 -1.4952
H -0.2771 -0.3828 -2.3034
H -1.2923 -2.0478 -0.9263
H -2.1335 -1.2780 1.3988
C 2.0679 -1.3225 -0.4896
C 3.4339 -0.7822 -0.9669
H 1.6738 -0.8569 0.4098
H 1.3519 -1.1070 -1.2744
H 2.2467 -2.3792 -0.2800
H 3.3058 -0.6174 -2.0449
H 4.3385 -1.3884 -0.8101
H 3.7803 0.1574 -0.5141
*
```

=====

The most stable of them is #y.